--- one ---
Computed, not measured: a cluster of 2 separate species, C2H6N2O2 in total, with ωB97M-V/def2-TZVPD.

Positions of all 12 atoms, in Å:
N  3.23  -2.00  0.20
H  2.75  -2.85  0.51
O  -3.49  2.80  1.28
N  -3.14  1.06  -0.16
H  1.56  -1.44  -0.91
C  2.61  -1.19  -0.60
H  -2.39  0.60  -0.68
H  4.18  -1.81  0.50
O  3.19  -0.18  -1.01
C  -2.75  2.02  0.62
H  -4.11  0.95  -0.47
H  -1.64  2.03  0.70

Values from the calculation:
HOMO energy: -0.36354 Eh
SMILES string: NC=O.NC=O
Lowest unoccupied orbital energy: 0.0145 Eh
Charge: 0



--- two ---
Computed, not measured: an isolated molecule of C2H6N2O2, with ωB97M-V/def2-TZVPD.

Positions of all 12 atoms, in Å:
H  -1.49  0.34  -0.06
O  2.37  -0.27  -0.14
O  -0.43  1.48  -0.50
H  -1.42  -0.95  1.32
C  -1.15  -0.67  0.29
H  -1.75  -1.15  -0.41
H  1.38  1.91  0.50
N  0.64  1.24  0.68
H  0.28  -2.21  -0.27
H  0.04  1.37  -1.28
C  1.24  -0.07  0.13
N  0.27  -1.03  -0.26

Values from the calculation:
HOMO energy: -0.36556 Eh
SMILES string: CNC(=O)NO
Lowest unoccupied orbital energy: 0.0214 Eh
Charge: 0



If we sort the structures by their calculated energies, the order from most to least stable is one, two.



--- one ---
Computed, not measured: an isolated molecule of C2H6N2O2, with ωB97M-V/def2-TZVPD.

Positions of all 12 atoms, in Å:
H  0.09  0.08  1.46
C  0.10  -0.20  0.42
H  -0.91  -0.15  -1.32
H  1.49  -1.88  0.40
O  2.39  -0.09  0.08
H  -2.27  1.53  -0.43
O  1.81  1.22  -0.10
N  -0.95  0.05  -0.33
H  -2.09  0.86  1.08
C  1.31  -0.94  -0.13
H  1.15  -1.14  -1.20
N  -2.13  0.66  0.08

Values from the calculation:
HOMO energy (alpha / beta): -0.26202 / -0.26198 Eh
Lowest unoccupied orbital energy (alpha / beta): 0.0101 / 0.0101 Eh
Charge: 0



--- two ---
Computed, not measured: a cluster of 2 separate species, C2H6N2O2 in total, with ωB97M-V/def2-TZVPD.

Positions of all 12 atoms, in Å:
H  -2.40  -1.11  -0.86
O  1.33  -1.23  -0.03
H  -0.84  -1.73  -0.33
H  -2.36  -1.43  0.86
C  1.89  0.99  -0.32
H  2.54  0.67  -1.21
O  -1.39  1.17  0.43
C  -1.66  -1.09  -0.12
N  1.14  -0.07  0.29
H  1.31  1.91  -0.46
H  2.43  1.54  0.54
N  -1.02  0.15  -0.16

Values from the calculation:
HOMO energy (alpha / beta): -0.31459 / -0.31446 Eh
SMILES string: CN=O.CN=O
Lowest unoccupied orbital energy (alpha / beta): -0.0171 / -0.0171 Eh
Charge: 0



--- three ---
Computed, not measured: a structure of composition C2H6N2O2, with ωB97M-V/def2-TZVPD.

Positions of all 12 atoms, in Å:
H  1.30  1.92  -0.77
H  -1.65  -1.27  0.97
N  0.88  -0.96  -0.18
H  1.32  1.42  1.04
H  -3.00  -0.47  -0.34
O  1.96  -0.70  0.16
H  -2.05  0.64  1.17
N  0.04  0.14  -0.09
C  0.68  1.47  0.15
H  -0.27  2.49  0.00
O  -1.16  0.06  -0.58
C  -2.09  -0.44  0.38

Values from the calculation:
HOMO energy: -0.33774 Eh
Lowest unoccupied orbital energy: 0.0285 Eh
Charge: 0



If we sort the structures by their calculated energies, the order from most to least stable is one, two, three.



--- one ---
Computed, not measured: an isolated molecule of C2H6N2O2, with ωB97M-V/def2-TZVPD.

Positions of all 12 atoms, in Å:
H  1.56  0.67  2.79
O  -0.97  -1.64  -0.66
N  1.77  0.33  1.84
H  -0.25  0.85  1.48
N  -0.83  -0.20  -0.61
H  1.31  -0.75  -0.60
H  -1.99  0.68  -1.91
C  0.72  0.46  1.09
C  0.66  0.10  -0.36
O  -1.10  0.30  -1.94
H  -1.82  -1.78  -0.20
H  0.96  0.98  -0.93

Values from the calculation:
HOMO energy: -0.36849 Eh
SMILES string: [H]/N=C/CN(O)O
Lowest unoccupied orbital energy: 0.0281 Eh
Charge: 0



--- two ---
Computed, not measured: a structure of composition C2H6N2O2, with ωB97M-V/def2-TZVPD.

Positions of all 12 atoms, in Å:
N  -0.03  1.43  -0.02
N  1.92  0.05  -0.15
H  0.38  0.13  -1.65
H  -1.26  -0.65  0.57
H  -0.30  2.08  -0.72
C  0.57  0.28  -0.52
O  2.49  -0.87  -0.65
H  0.38  1.76  0.76
H  0.40  -1.10  1.13
C  -0.34  -1.14  0.41
H  -0.39  -1.81  -0.39
O  2.38  0.76  0.67

Values from the calculation:
HOMO energy: -0.33856 Eh
Lowest unoccupied orbital energy: 0.0141 Eh
Charge: 0



--- three ---
Computed, not measured: an isolated molecule of C2H6N2O2, with ωB97M-V/def2-TZVPD.

Positions of all 12 atoms, in Å:
H  1.01  1.40  0.75
O  -0.44  -1.45  0.34
H  2.14  -1.09  -0.44
H  0.50  0.99  -0.86
H  -2.79  -0.31  -0.94
C  1.01  0.51  0.11
N  -2.58  0.19  -0.07
C  -0.22  -0.28  0.35
H  3.06  0.22  0.06
N  2.20  -0.30  0.19
O  -1.24  0.66  -0.12
H  -2.65  -0.55  0.63

Values from the calculation:
HOMO energy: -0.35599 Eh
SMILES string: NCC(=O)ON
Lowest unoccupied orbital energy: 0.0250 Eh
Charge: 0



If we sort the structures by their calculated energies, the order from most to least stable is three, one, two.



--- one ---
Computed, not measured: an isolated molecule of C3H9N3O2, with ωB97M-V/def2-TZVPD.

Positions of all 17 atoms, in Å:
N  0.51  -1.20  -0.53
H  -1.26  -1.00  1.47
H  2.79  -1.27  0.32
H  1.42  -1.81  -0.65
C  -0.57  0.77  0.30
H  -0.10  2.25  -0.97
O  3.02  -0.31  -0.20
H  -0.51  1.33  1.25
H  -1.31  1.11  -1.57
H  -1.36  -1.88  -0.67
N  -1.01  1.65  -0.74
C  0.68  -0.04  -0.15
H  -2.57  0.25  0.78
O  -2.06  -1.13  -0.41
N  1.92  0.60  0.02
C  -1.63  -0.28  0.61
H  2.05  0.95  1.15

Values from the calculation:
HOMO energy: -0.33936 Eh
SMILES string: [H]/N=C(\NO)[C@@H](N)CO
Lowest unoccupied orbital energy: 0.0095 Eh
Charge: 0



--- two ---
Computed, not measured: a cluster of 2 separate species, C3H9N3O2 in total, with ωB97M-V/def2-TZVPD.

Positions of all 17 atoms, in Å:
C  -1.25  -0.70  0.43
H  0.97  1.00  -2.60
C  -1.61  -1.96  -0.33
O  -2.28  0.20  0.36
H  0.79  0.20  1.17
H  -0.71  -2.55  -0.51
H  2.59  1.70  1.81
H  -2.11  -1.71  -1.27
H  -2.17  0.85  1.08
H  -0.06  -0.04  -0.60
H  2.79  2.15  -0.02
C  2.31  1.60  0.77
O  -0.54  -0.74  1.46
N  1.19  1.40  -1.69
H  -2.30  -2.55  0.27
N  1.41  0.71  0.46
N  0.99  0.45  -0.80

Values from the calculation:
HOMO energy (alpha / beta): -0.23530 / -0.23482 Eh
Lowest unoccupied orbital energy (alpha / beta): -0.0133 / -0.0123 Eh
Charge: 0



If we sort the structures by their calculated energies, the order from most to least stable is one, two.